The following is a quantum chemistry calculation of a molecular structure, C18H21GeN2O2V, from OMol25.

* gap between HOMO and LUMO (spin up / spin down): 6.006 / 7.717 eV

Geometry as ORCA input:
```
! wB97M-V def2-TZVPD RIJCOSX def2/J DEFGRID3
* xyz -1 4
V -0.345 0.474 -0.390
O 0.526 2.087 -0.109
C 1.746 2.600 -0.192
C 1.930 3.936 0.184
C 3.184 4.511 0.117
C 4.275 3.754 -0.333
C 4.092 2.443 -0.706
C 2.828 1.814 -0.651
C 2.695 0.459 -1.070
N 1.560 -0.198 -1.058
N 1.628 -1.468 -1.576
C 0.439 -1.991 -1.521
O -0.574 -1.338 -1.030
C 0.143 -3.339 -2.061
C -1.173 -3.788 -2.116
C -1.464 -5.050 -2.615
C -0.444 -5.878 -3.064
C 0.870 -5.431 -3.012
C 1.164 -4.172 -2.514
H 1.067 4.488 0.531
H 3.319 5.544 0.413
H 5.261 4.199 -0.392
H 4.936 1.859 -1.059
H 3.569 -0.066 -1.446
H -1.953 -3.132 -1.758
H -2.494 -5.382 -2.651
H -0.667 -6.865 -3.451
H 1.675 -6.067 -3.361
H 2.187 -3.820 -2.475
C -4.221 1.659 2.913
Ge -2.428 1.199 2.229
C -1.267 2.692 2.750
C -1.851 -0.387 3.231
C -2.359 0.852 0.339
H -4.196 1.836 3.991
H -4.926 0.850 2.709
H -4.592 2.561 2.422
H -1.366 2.879 3.823
H -1.547 3.600 2.212
H -0.223 2.485 2.518
H -1.895 -0.204 4.308
H -0.826 -0.661 2.973
H -2.490 -1.241 2.997
H -2.795 1.714 -0.185
H -2.999 -0.016 0.136
*
```

Results of the natural (NBO) charge analysis, in e, for atoms 1 through 4: V 1.182; O -0.771; C 0.434; C -0.295

The following is a quantum chemistry calculation of a single C3H6NO2 molecule, from OMol25.

* gap between HOMO and LUMO (spin up / spin down): 10.932 / 7.537 eV

Geometry as ORCA input:
```
! wB97M-V def2-TZVPD RIJCOSX def2/J DEFGRID3
* xyz 0 2
O 0.854 -0.053 1.673
C 0.756 -0.359 0.495
O 1.318 -1.112 -0.277
C -0.433 0.671 -0.228
C -1.818 0.290 0.234
N -0.300 0.503 -1.647
H -0.169 1.694 0.030
H -2.110 0.732 1.186
H -2.621 0.478 -0.480
H -1.924 -0.794 0.384
H 0.546 -0.020 -1.836
H -1.087 -0.006 -2.009
*
```

Results of the natural (NBO) charge analysis, in e, for atoms 1 through 4: O -0.439; C 0.778; O -0.599; C -0.034

The following is a quantum chemistry calculation of 5 unconnected molecules or ions with the total composition H10O5, from OMol25.

* gap between HOMO and LUMO: 11.667 eV

Geometry as ORCA input:
```
! wB97M-V def2-TZVPD RIJCOSX def2/J DEFGRID3
* xyz 0 1
O -1.425 0.574 -0.674
H -0.858 0.808 -1.318
H -1.427 -0.374 -0.628
O -0.013 -1.158 2.626
H 0.694 -0.793 3.172
H -0.098 -0.421 2.020
O -0.624 -2.222 -0.678
H 0.146 -2.680 -0.383
H -1.262 -2.594 -0.104
O 0.892 1.139 1.098
H 0.079 1.121 0.664
H 0.890 1.777 1.765
O 0.674 1.388 -2.405
H 1.552 1.432 -2.024
H 0.780 2.003 -3.131
*
```

Results of the natural (NBO) charge analysis, in e, for atoms 1 through 4: O -0.971; H 0.481; H 0.488; O -0.950

The following is a quantum chemistry calculation of a molecular structure, C5H6Cl2O4RhTm, from OMol25.

* gap between HOMO and LUMO (spin up / spin down): 8.060 / 4.385 eV

Geometry as ORCA input:
```
! wB97M-V def2-TZVPD RIJCOSX def2/J DEFGRID3
* xyz 4 7
Rh 0.274 0.203 -4.874
Tm -0.960 0.847 -0.058
Cl -0.522 -0.093 -2.580
Cl -1.708 2.802 1.109
C 1.271 1.572 0.191
C 1.227 -1.334 -4.720
C 0.813 0.402 -6.573
O 2.364 1.909 0.356
O 1.815 -2.340 -4.681
O 1.164 0.463 -7.688
C -0.761 -0.857 4.067
C -0.333 0.099 2.969
O -0.870 -0.397 1.684
H -1.851 -0.944 4.129
H -0.416 -0.456 5.024
H -0.323 -1.852 3.933
H -0.729 1.110 3.070
H 0.747 0.176 2.844
H -1.202 -1.309 1.798
*
```

Results of the natural (NBO) charge analysis, in e, for atoms 1 through 4: Rh 1.221; Tm 2.117; Cl -0.566; Cl 0.182

| no. | strongest force on any atom (eV Å⁻¹) |
| --- | --- |
| 1 | 1.8 |
| 2 | 2.2 |
| 3 | 5.2 |
| 4 | 13.4 |